DFT (wB97M-V/def2-TZVPD) results for 2 unconnected molecules or ions with the total composition C24H30BF2N4O4 at a distorted geometry.

As for the total energy: -1676.651201 Ha. Its spin multiplicity is 1. As for the charge: +1. For the HOMO-LUMO gap, the calculation gives 8.120 eV.

Geometry (Å):
C: -3.44 -0.98 1.05
C: -3.67 -1.51 -0.45
O: -2.67 -0.87 -1.30
B: -3.16 0.32 -1.93
O: -4.35 1.03 -1.43
C: -2.39 1.03 -3.21
C: -2.74 2.61 -3.06
N: -3.04 3.79 -3.00
C: -0.77 0.95 -3.11
C: -0.16 1.79 -1.86
C: 0.88 0.80 -1.07
C: 2.30 0.62 -1.67
C: 3.29 -0.35 -0.92
C: 2.77 -1.05 0.37
C: 1.35 -0.85 1.01
C: 0.36 0.12 0.25
C: -2.99 0.60 -4.65
C: -2.65 1.86 -5.63
N: -2.33 2.77 -6.37
C: -4.63 0.55 -4.65
C: -5.22 -0.93 -4.52
O: -5.78 -1.27 -3.46
F: -5.20 -1.91 -5.58
C: -2.30 -0.67 -5.34
C: -1.92 -1.89 -4.39
O: -2.69 -2.61 -3.73
F: -0.51 -2.24 -4.33
H: -2.32 -1.19 1.30
H: -4.04 -1.58 1.84
H: -3.57 0.16 1.17
H: -4.75 -1.43 -0.83
H: -3.41 -2.64 -0.45
H: -3.98 1.59 -0.69
H: -0.37 1.41 -4.10
H: -0.37 -0.12 -3.00
H: -0.94 2.09 -1.07
H: 0.43 2.70 -2.22
H: 2.55 1.18 -2.64
H: 4.33 -0.48 -1.38
H: 3.47 -1.78 0.90
H: 0.99 -1.37 1.97
H: -0.71 0.31 0.65
H: -4.93 0.92 -5.71
H: -5.10 1.31 -3.92
H: -2.94 -1.08 -6.23
H: -1.32 -0.28 -5.84
C: 6.43 -1.90 5.71
C: 5.84 -0.60 6.21
N: 4.56 -0.23 5.57
C: 4.00 -0.76 4.43
C: 2.85 -0.08 4.19
N: 2.74 0.86 5.19
C: 3.77 0.75 6.03
C: 1.66 1.84 5.32
H: 6.64 -1.86 4.64
H: 7.37 -2.12 6.23
H: 5.74 -2.73 5.89
H: 6.54 0.22 6.03
H: 5.67 -0.66 7.29
H: 4.49 -1.57 3.91
H: 2.10 -0.13 3.42
H: 3.94 1.35 6.91
H: 2.09 2.85 5.30
H: 1.14 1.68 6.26
H: 0.96 1.74 4.49